DFT (ωB97M-V/def2-TZVPD) results for a structure of composition C14H21Cl2IrN4OS.

XYZ file:
```
44
Properties=species:S:1:pos:R:3:lowdin_charge:R:1
Ir 0.20686 -0.85120 -0.38749 0.98
Cl 2.62053 -1.25343 -0.58105 0.72
C 3.12939 -1.41509 1.10700 -0.58
C 4.45414 -1.66709 1.32535 -0.06
C 4.89122 -1.78754 2.65255 0.00
C 4.01069 -1.65603 3.70413 -0.06
C 2.66688 -1.40303 3.45865 -0.66
Cl 1.59282 -1.24335 4.77589 0.79
C 2.17953 -1.27564 2.13221 -0.67
S 0.51106 -1.00236 1.86547 0.73
H 5.14549 -1.77116 0.50144 0.13
H 5.93527 -1.98727 2.84847 0.14
H 4.34847 -1.74848 4.72610 0.13
C -1.20299 1.83518 0.09149 -0.14
C -1.38497 3.34854 -0.20847 -0.12
N -0.36970 3.78791 -1.14536 -0.16
C 0.94902 3.58617 -0.57853 -0.12
C 1.17610 2.07291 -0.30526 -0.15
N -0.04990 1.32323 -0.70066 -0.31
C -0.30946 1.54415 -2.15125 -0.13
C -0.49451 3.07045 -2.39782 -0.12
H -2.08186 1.25609 -0.19244 0.11
H -0.98808 1.65327 1.14529 0.11
H -1.29840 3.92902 0.70914 0.13
H -2.36908 3.53594 -0.63660 0.13
H 1.03097 4.15583 0.34623 0.13
H 1.69853 3.95859 -1.27560 0.13
H 1.36208 1.87327 0.75140 0.11
H 2.00956 1.68602 -0.89185 0.10
H -1.19904 0.97426 -2.41960 0.11
H 0.54159 1.14714 -2.70784 0.12
H -1.47710 3.26873 -2.82460 0.13
H 0.25822 3.43660 -3.09480 0.13
C -4.74939 -3.26265 -1.10322 -0.03
N -3.74016 -2.21719 -1.23104 0.06
C -2.47884 -2.34127 -0.85549 -0.55
N -2.05789 -3.46213 -0.26829 0.23
O -1.67572 -1.35820 -1.06513 -0.21
H -5.68425 -2.88693 -1.50641 0.10
H -4.91029 -3.51838 -0.05556 0.10
H -4.46414 -4.14789 -1.67274 0.10
H -3.97925 -1.34573 -1.67632 0.16
H -2.67037 -4.25216 -0.14953 0.12
H -1.08300 -3.58909 -0.05786 0.11
```

## Properties
Multiplicity: 5
Gap between HOMO and LUMO (alpha / beta), eV: 8.45 / 4.74
Molar mass, g/mol: 556.54
Lowest unoccupied orbital energy (alpha / beta), eV: -5.58 / -9.39
Expectation value of S²: 6.029
Charge: +2
Calculated total energy, eV: -61569.052